#one
Molecular formula: CH4ClN2O
Method: DFT, wB97M-V/def2-TZVPD

Kohn-Sham gap (eV): 11.469
E_LUMO (eV): -4.6
Total charge: +1
E_HOMO (eV): -16.04

Last column: natural (NBO) charge in e.
CARTESIAN COORDINATES (ANGSTROEM)
Cl1 -0.885 2.183 -0.415  0.2239
O1 0.214 -1.207 1.099  -0.5020
N1 0.195 -0.116 -1.347  -0.7396
N2 -0.141 0.111 0.978  -0.2343
C1 -0.301 0.634 -0.218  0.4248
H1 0.333 -1.106 -1.201  0.4406
H2 -0.033 0.221 -2.269  0.4381
H3 -0.459 0.580 1.823  0.4345
H4 1.076 -1.300 1.547  0.5141

#two
Molecular formula: CH4ClN2O
Method: DFT, wB97M-V/def2-TZVPD

Kohn-Sham gap (eV): 9.788
E_LUMO (eV): -6.6
Total charge: +1
E_HOMO (eV): -16.35

Last column: natural (NBO) charge in e.
CARTESIAN COORDINATES (ANGSTROEM)
Cl1 2.438 0.311 0.312  0.3333
O1 -0.878 -1.483 -0.310  -0.2307
N1 -0.189 -0.469 -0.152  0.4076
N2 1.095 -0.722 0.039  -0.3494
C1 -0.835 0.799 -0.038  -0.4732
H1 1.155 -1.762 -0.065  0.4633
H2 -1.901 0.655 -0.057  0.2930
H3 -0.401 1.000 0.907  0.2588
H4 -0.485 1.672 -0.637  0.2973

#three
Molecular formula: CH4ClN2O
Method: DFT, wB97M-V/def2-TZVPD

Kohn-Sham gap (eV): 9.228
E_LUMO (eV): -6.5
Total charge: +1
E_HOMO (eV): -15.77

Last column: natural (NBO) charge in e.
CARTESIAN COORDINATES (ANGSTROEM)
Cl1 1.371 -0.055 2.461  0.4430
O1 0.064 0.450 1.479  -0.4968
N1 1.173 -0.526 -1.140  -0.6622
N2 -1.421 0.528 -0.287  -0.7141
C1 -0.296 0.228 0.271  0.7941
H1 -2.215 0.987 0.250  0.4624
H2 1.810 -0.526 -0.375  0.3503
H3 -1.416 0.396 -1.232  0.4486
H4 0.931 -1.482 -1.427  0.3747

Name the most stable of them. #one.

#one
Molecular formula: C2H2FN
Method: DFT, wB97M-V/def2-TZVPD

Kohn-Sham gap (alpha / beta) (eV): 8.409 / 8.418
E_LUMO (alpha / beta) (eV): -1.1 / -1.1
E_HOMO (alpha / beta) (eV): -9.52 / -9.53

Last column: natural (NBO) charge in e.
CARTESIAN COORDINATES (ANGSTROEM)
F1 -2.085 -0.383 -0.240  -0.6946
N1 -0.417 0.807 0.435  -0.0213
C1 0.528 -0.141 0.699  0.0473
C2 0.458 0.279 -0.587  0.0996
H1 0.453 0.255 -1.733  0.3000
H2 1.063 -0.818 1.426  0.2692

#two
Molecular formula: C2H2FN
Method: DFT, wB97M-V/def2-TZVPD

Kohn-Sham gap (eV): 10.402
E_LUMO (eV): -0.4
E_HOMO (eV): -10.80

Last column: natural (NBO) charge in e.
CARTESIAN COORDINATES (ANGSTROEM)
F1 -1.689 -0.308 -1.822  -0.5876
N1 -0.054 -0.263 1.323  -0.2521
C1 0.973 0.404 0.863  0.0258
C2 0.220 -0.340 -0.037  0.0367
H1 1.538 1.228 1.109  0.2236
H2 -0.989 -0.720 -1.436  0.5537

Name the most stable of them. #two.

#one
Molecular formula: C4H5BrN2
Method: DFT, wB97M-V/def2-TZVPD

Kohn-Sham gap (eV): 8.460
E_LUMO (eV): -0.6
E_HOMO (eV): -9.10

Last column: natural (NBO) charge in e.
CARTESIAN COORDINATES (ANGSTROEM)
Br1 -3.981 0.016 -0.067  0.1610
N1 -2.120 -0.094 0.043  -0.3998
N2 0.873 -0.792 -0.048  -0.3594
C1 0.636 1.527 0.537  -0.3789
C2 -0.212 -1.438 0.141  0.0740
C3 1.127 0.536 -0.178  -0.0444
C4 -1.663 -1.224 0.186  0.0130
H1 -0.099 -2.569 0.046  0.1643
H2 -2.182 -2.078 0.585  0.1839
H3 1.818 0.743 -0.923  0.1910
H4 0.995 2.483 0.664  0.2062
H5 -0.187 1.165 1.245  0.1891

#two
Molecular formula: C4H5BrN2
Method: DFT, wB97M-V/def2-TZVPD

Kohn-Sham gap (eV): 7.435
E_LUMO (eV): -1.1
E_HOMO (eV): -8.57

Last column: natural (NBO) charge in e.
CARTESIAN COORDINATES (ANGSTROEM)
Br1 2.477 0.519 -0.019  0.0868
N1 -0.267 0.139 0.153  -0.1644
N2 -1.270 -0.609 0.006  -0.2944
C1 -0.787 -1.894 -0.010  -0.0923
C2 0.604 -1.802 -0.020  -0.3493
C3 0.900 -0.440 0.036  -0.0339
C4 -0.360 2.356 -0.050  -0.2297
H1 -1.480 -2.841 0.027  0.2223
H2 -0.409 2.060 -1.004  0.2009
H3 0.597 2.635 0.505  0.2270
H4 -1.263 2.456 0.519  0.2065
H5 1.258 -2.580 -0.142  0.2206

Name the most stable of them. #one.

#one
Molecular formula: C3H5N4
Method: DFT, wB97M-V/def2-TZVPD

Kohn-Sham gap (eV): 9.721
E_LUMO (eV): -5.2
Total charge: +1
E_HOMO (eV): -14.91

Last column: natural (NBO) charge in e.
CARTESIAN COORDINATES (ANGSTROEM)
N1 1.383 0.780 2.245  0.0211
N2 -0.443 -0.281 1.081  -0.3868
N3 1.862 1.291 1.384  -0.0215
N4 0.829 0.682 -0.612  -0.3436
C1 -1.216 -0.977 1.782  0.1547
C2 -0.250 0.252 -0.090  0.3253
C3 1.728 0.753 -1.455  0.1120
H1 -1.446 -0.705 2.759  0.2126
H2 2.343 1.761 -1.348  0.2393
H3 -1.186 0.482 -0.725  0.2577
H4 -1.662 -1.990 1.384  0.2095
H5 1.810 0.088 -2.266  0.2197

#two
Molecular formula: C3H5N4
Method: DFT, wB97M-V/def2-TZVPD

Kohn-Sham gap (eV): 9.975
E_LUMO (eV): -4.6
Total charge: +1
E_HOMO (eV): -14.60

Last column: natural (NBO) charge in e.
CARTESIAN COORDINATES (ANGSTROEM)
N1 0.082 -1.327 -0.377  0.1716
N2 -2.353 0.303 1.973  -0.1425
N3 1.234 -1.056 -0.695  -0.2440
N4 -0.588 -0.453 0.165  -0.2551
C1 -2.805 0.757 0.850  0.1048
C2 -1.659 -0.027 0.709  0.4013
C3 1.823 0.192 -0.469  -0.4864
H1 1.366 0.708 0.407  0.2384
H2 -3.396 1.532 0.287  0.2832
H3 1.563 0.904 -1.258  0.2387
H4 2.865 0.203 -0.459  0.2531
H5 1.866 -1.736 -1.131  0.4368

Name the most stable of them. #one.

#one
Molecular formula: C6H15NO
Method: DFT, wB97M-V/def2-TZVPD

Kohn-Sham gap (eV): 9.375
E_LUMO (eV): 1.0
E_HOMO (eV): -8.37

Last column: natural (NBO) charge in e.
CARTESIAN COORDINATES (ANGSTROEM)
O1 -2.606 -1.107 0.230  -0.7317
N1 0.947 -0.051 0.420  -0.6511
C1 -1.503 -0.289 0.616  0.0957
C2 1.294 1.268 -0.057  -0.2137
C3 -0.057 -2.244 0.139  -0.6214
C4 2.474 1.278 -1.015  -0.6161
C5 -1.882 1.152 0.256  -0.6319
C6 -0.218 -0.761 -0.057  -0.0610
H1 2.781 2.312 -1.184  0.2075
H2 0.870 -2.672 -0.257  0.2129
H3 -2.963 1.242 0.304  0.2294
H4 -0.062 -2.559 1.190  0.2015
H5 -1.458 1.884 0.945  0.2153
H6 3.341 0.784 -0.596  0.1988
H7 0.481 1.808 -0.515  0.1992
H8 -1.382 -0.344 1.691  0.1620
H9 1.757 -0.636 0.545  0.3674
H10 -2.636 -1.898 0.773  0.4703
H11 -0.365 -0.584 -1.138  0.1628
H12 -0.893 -2.748 -0.347  0.2245
H13 2.166 0.854 -1.968  0.2035
H14 1.523 1.925 0.798  0.1753
H15 -1.611 1.387 -0.772  0.2009

#two
Molecular formula: C6H15NO
Method: DFT, wB97M-V/def2-TZVPD

Kohn-Sham gap (eV): 8.683
E_LUMO (eV): 0.7
E_HOMO (eV): -8.02

Last column: natural (NBO) charge in e.
CARTESIAN COORDINATES (ANGSTROEM)
O1 3.604 -1.008 5.265  -0.9287
N1 -2.219 1.381 0.081  -0.8222
C1 -2.552 1.432 -2.367  -0.6444
C2 0.598 0.520 -0.165  -0.4198
C3 1.028 -1.967 -0.670  -0.6245
C4 -0.384 0.752 -1.269  -0.2950
C5 -1.639 1.215 -1.212  0.1926
C6 0.746 -0.915 0.352  -0.4044
H1 1.317 -1.502 -1.625  0.2041
H2 -1.528 1.501 0.811  0.3678
H3 -2.039 1.690 -3.285  0.2296
H4 -3.160 0.534 -2.496  0.2268
H5 -3.308 2.168 -2.085  0.2093
H6 -0.003 0.519 -2.260  0.1931
H7 0.184 -2.622 -0.896  0.2120
H8 0.361 1.224 0.636  0.1934
H9 3.910 -1.922 5.298  0.4646
H10 1.525 -0.842 1.107  0.1939
H11 -0.038 -1.308 1.039  0.2013
H12 1.755 -2.770 -0.466  0.2141
H13 3.062 -1.030 4.471  0.4642
H14 1.644 0.794 -0.420  0.2104
H15 -2.866 2.159 0.156  0.3616

#three
Molecular formula: C6H15NO
Method: DFT, wB97M-V/def2-TZVPD

Kohn-Sham gap (alpha / beta) (eV): 7.335 / 7.336
E_LUMO (alpha / beta) (eV): 0.9 / 0.9
E_HOMO (alpha / beta) (eV): -6.43 / -6.43

Last column: natural (NBO) charge in e.
CARTESIAN COORDINATES (ANGSTROEM)
O1 3.167 -0.050 0.168  -0.7423
N1 1.910 1.953 -0.280  -0.8879
C1 -2.222 -0.548 -0.056  -0.4425
C2 -2.893 0.666 0.529  -0.6454
C3 -0.331 0.081 -0.897  -0.3114
C4 0.293 -0.487 0.195  -0.1183
C5 0.666 -1.933 0.257  -0.6610
C6 2.109 0.572 -0.543  0.2015
H1 0.181 0.025 1.149  0.1931
H2 2.751 2.521 -0.372  0.3666
H3 3.051 0.141 1.107  0.4586
H4 -0.489 1.151 -0.929  0.2228
H5 -0.282 -0.434 -1.849  0.2061
H6 -2.200 -1.398 0.622  0.1843
H7 1.713 -2.023 0.555  0.2412
H8 -2.771 1.534 -0.128  0.2023
H9 1.489 2.136 0.624  0.3550
H10 0.552 -2.420 -0.711  0.2132
H11 -2.477 0.924 1.506  0.1959
H12 -2.612 -0.866 -1.021  0.1889
H13 0.059 -2.460 0.995  0.2166
H14 2.309 0.380 -1.595  0.1537
H15 -3.973 0.534 0.674  0.2088

Name the most stable of them. #one.